[1]
{
  "formula": "C43H53BrF5N10O4RbS2Te",
  "method": "ωB97M-V/def2-TZVPD",
  "orbital_gap_ev": 6.65,
  "homo_energy_ev": -3.27,
  "charge": -2,
  "e_lumo_ev": 3.38,
  "elements": ["Rb", "Br", "C", "C", "C", "C", "O", "C", "C", "N", "C", "C", "C", "C", "C", "C", "C", "C", "N", "C", "C", "H", "H", "H", "H", "H", "H", "H", "H", "H", "H", "C", "C", "N", "C", "C", "S", "C", "C", "N", "H", "H", "H", "H", "H", "H", "H", "H", "H", "H", "H", "H", "H", "H", "N", "C", "C", "N", "C", "C", "N", "C", "C", "N", "H", "H", "H", "H", "H", "H", "C", "N", "C", "C", "S", "N", "C", "C", "H", "H", "H", "H", "H", "H", "H", "H", "H", "H", "H", "H", "F", "Te", "F", "F", "F", "F", "O", "C", "C", "C", "C", "C", "C", "C", "C", "C", "C", "O", "O", "H", "H", "H", "H", "H", "H", "H", "H", "H", "H", "H"],
  "positions_angstrom": [[1.019, -0.295, 0.301], [2.511, -6.073, -6.637], [1.632, -4.708, -5.611], [0.324, -4.918, -5.180], [-0.280, -3.968, -4.408], [0.358, -2.737, -3.989], [-0.217, -1.954, -3.217], [1.692, -2.537, -4.543], [2.428, -1.315, -4.363], [2.064, -0.343, -3.633], [2.624, 0.897, -3.633], [2.735, 1.644, -4.798], [3.087, 2.995, -4.768], [3.342, 3.623, -3.580], [3.289, 2.897, -2.375], [3.526, 3.487, -1.114], [3.482, 2.721, 0.013], [3.247, 1.340, -0.142], [3.005, 0.762, -1.284], [2.966, 1.518, -2.394], [2.287, -3.535, -5.320], [-0.198, -5.825, -5.462], [-1.302, -4.116, -4.083], [3.378, -1.267, -4.926], [2.485, 1.177, -5.742], [3.148, 3.547, -5.699], [3.582, 4.677, -3.553], [3.736, 4.548, -1.061], [3.604, 3.126, 1.005], [3.484, -0.337, 0.710], [3.291, -3.378, -5.694], [0.796, -0.085, 4.374], [1.757, -1.219, 3.960], [1.091, -2.232, 3.163], [0.532, -3.356, 3.864], [-0.693, -3.003, 4.706], [-2.096, -2.311, 3.755], [-2.285, -0.645, 4.477], [-1.523, 0.465, 3.747], [-0.205, 0.071, 3.339], [1.392, 0.824, 4.526], [0.307, -0.320, 5.324], [2.236, -1.654, 4.854], [2.528, -0.765, 3.344], [1.713, -2.565, 2.439], [1.260, -3.834, 4.562], [0.237, -4.106, 3.124], [-0.430, -2.269, 5.461], [-1.065, -3.907, 5.196], [-1.991, -0.728, 5.523], [-3.355, -0.437, 4.437], [-1.541, 1.355, 4.413], [-2.084, 0.713, 2.842], [0.131, 0.728, 2.644], [0.240, -4.483, -1.422], [-1.012, -4.639, -0.900], [-1.085, -3.775, 0.154], [0.078, -3.100, 0.282], [0.862, -3.522, -0.681], [2.223, -3.121, -0.888], [2.965, -2.478, -0.013], [4.198, -2.374, -0.565], [4.208, -2.964, -1.796], [2.953, -3.461, -1.986], [0.566, -4.889, -2.284], [-1.705, -5.347, -1.309], [-1.879, -3.604, 0.852], [5.003, -1.902, -0.041], [4.976, -3.068, -2.537], [2.597, -3.817, -2.861], [-2.500, -0.234, -1.400], [-3.728, -0.987, -1.283], [-4.035, -1.828, -2.412], [-4.549, -0.870, -0.237], [-4.218, 0.040, 1.101], [-5.770, -1.592, -0.341], [-6.270, -2.061, 0.935], [-6.786, -0.843, -1.062], [-2.672, 0.678, -1.975], [-1.750, -0.829, -1.919], [-2.121, 0.038, -0.415], [-3.124, -2.339, -2.727], [-4.387, -1.225, -3.255], [-4.805, -2.549, -2.138], [-5.461, -2.554, 1.468], [-7.073, -2.776, 0.751], [-6.654, -1.243, 1.556], [-6.371, -0.439, -1.983], [-7.174, -0.013, -0.453], [-7.615, -1.509, -1.308], [3.847, 1.479, 3.369], [5.342, 1.228, 2.001], [7.102, 0.373, 2.397], [5.767, 0.063, 0.245], [6.244, 2.372, 3.520], [4.880, -0.578, 2.591], [3.292, 0.582, 0.963], [-3.012, 7.369, 2.459], [-2.240, 6.212, 1.884], [-0.897, 6.032, 2.176], [-0.187, 4.946, 1.682], [1.267, 4.786, 2.002], [-0.830, 4.011, 0.870], [-2.175, 4.196, 0.545], [-2.893, 3.215, -0.330], [-2.861, 5.290, 1.058], [-0.046, 2.787, 0.357], [0.075, 2.654, -0.868], [0.419, 2.029, 1.231], [-2.340, 8.179, 2.742], [-3.559, 7.053, 3.350], [-3.738, 7.750, 1.740], [-0.400, 6.755, 2.811], [1.584, 5.503, 2.758], [1.858, 4.935, 1.098], [1.450, 3.771, 2.349], [-2.195, 2.789, -1.045], [-3.723, 3.691, -0.855], [-3.292, 2.405, 0.282], [-3.909, 5.427, 0.818]]
}

***

[2]
{
  "formula": "C8H9HfNS2",
  "method": "ωB97M-V/def2-TZVPD",
  "orbital_gap_ev": 5.93,
  "homo_energy_ev": -15.70,
  "charge": 2,
  "e_lumo_ev": -9.77,
  "elements": ["Hf", "C", "H", "H", "H", "H", "H", "S", "C", "N", "C", "C", "C", "C", "C", "C", "S", "H", "H", "H", "H"],
  "positions_angstrom": [[-0.531, -0.151, -2.328], [-1.487, 0.584, -4.113], [-1.410, -0.587, -4.201], [-2.483, 0.921, -4.064], [-0.869, 1.040, -4.892], [-0.694, 1.546, -2.785], [-0.197, 1.549, -2.182], [-2.732, -0.096, -1.242], [-1.688, -0.039, 0.139], [-0.331, 0.000, -0.160], [0.464, -0.079, 1.001], [1.846, -0.221, 1.005], [2.473, -0.548, 2.192], [1.736, -0.692, 3.381], [0.329, -0.508, 3.380], [-0.296, -0.220, 2.169], [-2.044, -0.158, 1.825], [2.384, -0.079, 0.051], [3.563, -0.705, 2.229], [2.234, -0.949, 4.311], [-0.265, -0.607, 4.284]]
}

***

[3]
{
  "formula": "C29H48AuNOP2",
  "method": "ωB97M-V/def2-TZVPD",
  "multiplicity": 4,
  "orbital_gap_ev": [4.26, 2.28],
  "s2": 3.78,
  "homo_energy_ev": [-6.45, -8.83],
  "charge": 1,
  "e_lumo_ev": [-2.20, -6.55],
  "elements": ["Au", "C", "C", "C", "C", "C", "C", "H", "H", "H", "C", "H", "H", "H", "C", "H", "H", "H", "C", "H", "H", "H", "C", "H", "H", "H", "C", "C", "C", "C", "C", "C", "C", "C", "H", "H", "H", "H", "H", "H", "H", "H", "H", "H", "H", "H", "P", "P", "C", "C", "H", "H", "H", "H", "C", "H", "H", "H", "C", "H", "H", "H", "C", "H", "H", "H", "C", "H", "H", "H", "O", "N", "C", "C", "C", "C", "C", "H", "H", "H", "H", "H"],
  "positions_angstrom": [[0.892, 2.140, 0.934], [1.393, 0.542, 4.292], [2.419, 0.998, 3.470], [0.601, 2.493, 3.343], [0.305, 1.462, 4.245], [1.972, 2.264, 2.833], [1.467, -0.614, 5.222], [2.332, -1.263, 5.024], [0.558, -1.224, 5.135], [1.534, -0.273, 6.268], [-0.927, 1.387, 5.058], [-0.909, 0.525, 5.734], [-1.808, 1.290, 4.407], [-1.043, 2.291, 5.668], [-0.207, 3.726, 3.195], [-0.036, 4.480, 3.979], [-1.278, 3.467, 3.226], [0.002, 4.170, 2.212], [2.979, 3.345, 2.672], [3.200, 3.811, 3.641], [2.606, 4.101, 1.978], [3.917, 2.938, 2.274], [3.816, 0.496, 3.527], [4.364, 0.950, 4.371], [4.389, 0.702, 2.613], [3.850, -0.591, 3.688], [-0.371, -2.162, 0.873], [0.734, -2.365, 1.600], [2.157, -2.211, 1.162], [2.485, -1.748, -0.286], [2.208, -0.302, -0.520], [1.013, 0.358, -0.610], [-0.322, -0.281, -0.920], [-0.466, -1.787, -0.583], [2.665, -3.167, 1.365], [2.136, -2.469, -1.038], [2.637, -1.461, 1.809], [0.271, -2.358, -1.173], [-1.348, -2.263, 1.358], [0.607, -2.569, 2.667], [-1.477, -2.090, -0.925], [-1.139, 0.284, -0.436], [1.028, 1.456, -0.910], [-0.522, -0.153, -2.006], [3.586, -1.818, -0.360], [3.102, 0.334, -0.485], [-0.432, -0.321, -4.908], [-0.289, 2.321, -6.188], [-0.582, -0.403, -6.774], [-0.958, 0.977, -7.315], [-1.365, -1.134, -7.022], [0.377, -0.763, -7.187], [-0.550, 1.131, -8.325], [-2.053, 1.113, -7.350], [-1.087, 3.684, -7.128], [-0.692, 4.636, -6.756], [-2.169, 3.628, -6.953], [-0.873, 3.574, -8.199], [1.371, 2.400, -6.988], [1.261, 2.362, -8.079], [1.998, 1.571, -6.643], [1.828, 3.353, -6.696], [-1.988, -1.237, -4.556], [-2.047, -1.483, -3.490], [-2.016, -2.153, -5.157], [-2.838, -0.599, -4.829], [0.830, -1.642, -4.738], [1.773, -1.263, -5.151], [0.523, -2.538, -5.289], [0.975, -1.881, -3.677], [-1.527, -1.454, 3.962], [-2.686, -2.042, 4.091], [-3.789, -1.499, 3.485], [-5.017, -2.129, 3.576], [-5.123, -3.358, 4.226], [-3.988, -3.906, 4.832], [-2.786, -3.220, 4.788], [-3.649, -0.573, 2.933], [-5.868, -1.662, 3.084], [-6.077, -3.869, 4.279], [-4.006, -4.874, 5.333], [-1.853, -3.588, 5.215]]
}

***

no.,molar mass (g/mol),energy (eV),F_max (eV/Å)
1,1226.1,-181797.24325,5.1
2,361.8,-32889.00313,4.6
3,685.6,-56644.72519,3.2